[1]
{"formula": "C2H2N2OS", "method": "the ωB97M-V functional and the def2-TZVPD basis", "symbols": ["S", "C", "C", "N", "O", "N", "H", "H"], "positions_angstrom": [[-1.1762, 1.1311, 1.1891], [-0.0734, 0.0557, 0.2529], [0.1073, -1.3747, 0.1378], [0.8279, -1.5651, -0.9398], [1.1601, -0.4369, -1.4295], [0.5807, 0.5775, -0.7323], [-0.0521, 2.2410, 1.0673], [-0.4730, -2.0161, 0.7033]], "total_charge": 0, "e_lumo_ev": 0.06, "orbital_gap_ev": 9.9, "homo_energy_ev": -9.9, "de_lowest_kcal_mol": 77.11}

=====

[2]
{"formula": "C77H66KN2P4Si", "method": "the ωB97M-V functional and the def2-TZVPD basis", "symbols": ["K", "C", "C", "C", "C", "C", "C", "P", "C", "C", "C", "C", "C", "C", "C", "C", "C", "C", "C", "C", "Si", "C", "C", "C", "C", "C", "C", "P", "C", "C", "C", "C", "C", "C", "C", "C", "C", "C", "C", "C", "C", "C", "C", "C", "C", "C", "P", "C", "C", "C", "C", "C", "C", "C", "C", "C", "C", "C", "C", "H", "H", "H", "H", "H", "H", "H", "H", "H", "H", "H", "H", "H", "H", "H", "H", "H", "H", "H", "H", "H", "H", "H", "H", "H", "H", "H", "H", "H", "H", "H", "H", "H", "H", "H", "H", "H", "H", "H", "H", "H", "H", "N", "P", "C", "C", "C", "C", "C", "C", "C", "C", "C", "C", "C", "C", "C", "C", "C", "C", "C", "C", "H", "H", "H", "H", "H", "H", "H", "H", "H", "H", "H", "H", "H", "H", "H", "C", "C", "C", "C", "C", "N", "H", "H", "H", "H", "H", "H", "H", "H", "H"], "positions_angstrom": [[-0.3175, -0.3568, -0.5116], [-2.7241, -6.5282, 3.2993], [-2.3344, -6.7508, 1.9877], [-1.8345, -5.7034, 1.2224], [-1.7219, -4.4249, 1.7555], [-2.1277, -4.2102, 3.0719], [-2.6190, -5.2522, 3.8411], [-1.0265, -3.0264, 0.7516], [-2.4609, -1.9059, 1.0848], [-3.5982, -2.4068, 0.4346], [-4.8251, -1.7851, 0.5531], [-4.9374, -0.6230, 1.3091], [-3.8157, -0.1032, 1.9287], [-2.5796, -0.7382, 1.8233], [0.6033, -2.9080, 1.6678], [1.1972, -4.1663, 1.4313], [2.4132, -4.5218, 1.9701], [3.0946, -3.5891, 2.7401], [2.5631, -2.3241, 2.8852], [1.3241, -1.9161, 2.3506], [0.8658, -0.0094, 2.5687], [1.7904, 0.0682, 4.2901], [3.0838, 0.5676, 4.4757], [3.7212, 0.5274, 5.7064], [3.0832, -0.0272, 6.8030], [1.8032, -0.5398, 6.6593], [1.1533, -0.4880, 5.4275], [-0.5391, -1.1637, 5.2173], [-0.4903, -2.5136, 6.4781], [-1.1636, -2.5617, 7.6933], [-1.0943, -3.6970, 8.4948], [-0.3527, -4.7970, 8.0939], [0.3183, -4.7638, 6.8757], [0.2386, -3.6390, 6.0739], [-1.5508, 0.0855, 6.1032], [-1.0491, 1.3011, 6.5595], [-1.8809, 2.2280, 7.1731], [-3.2286, 1.9505, 7.3449], [-3.7443, 0.7445, 6.8867], [-2.9139, -0.1722, 6.2602], [2.2835, 0.7777, 1.4787], [3.1983, -0.0604, 0.8175], [4.3835, 0.3886, 0.2613], [4.7138, 1.7308, 0.3485], [3.7843, 2.6052, 0.8789], [2.5617, 2.1662, 1.4095], [1.5011, 3.6704, 1.6491], [-0.2738, 3.2327, 1.7106], [-1.1182, 3.6104, 2.7503], [-2.4989, 3.5561, 2.6025], [-3.0576, 3.1481, 1.4058], [-2.2267, 2.7711, 0.3593], [-0.8524, 2.8174, 0.5054], [1.8566, 4.2640, 3.3541], [2.4967, 5.4957, 3.4781], [2.8532, 5.9913, 4.7262], [2.5683, 5.2586, 5.8691], [1.9133, 4.0384, 5.7605], [1.5624, 3.5495, 4.5119], [-3.1056, -7.3450, 3.8997], [-2.4158, -7.7417, 1.5575], [-1.5333, -5.8876, 0.1969], [-2.0358, -3.2193, 3.5030], [-2.9123, -5.0661, 4.8675], [-3.5142, -3.3131, -0.1567], [-5.6951, -2.2018, 0.0587], [-5.8965, -0.1278, 1.4142], [-3.8890, 0.7968, 2.5227], [-1.7123, -0.3102, 2.3180], [0.6861, -4.8870, 0.8033], [2.8266, -5.5053, 1.7822], [4.0488, -3.8350, 3.1914], [3.1553, -1.5989, 3.4291], [3.6084, 0.9933, 3.6253], [4.7281, 0.9173, 5.8064], [3.5784, -0.0644, 7.7664], [1.3046, -0.9823, 7.5149], [-1.7357, -1.7063, 8.0326], [-1.6209, -3.7173, 9.4417], [-0.2993, -5.6773, 8.7224], [0.8945, -5.6202, 6.5477], [0.7443, -3.6204, 5.1122], [0.0037, 1.5204, 6.4418], [-1.4720, 3.1709, 7.5174], [-3.8794, 2.6746, 7.8203], [-4.7968, 0.5195, 7.0125], [-3.3288, -1.0986, 5.8771], [2.9814, -1.1181, 0.7443], [5.0460, -0.3086, -0.2381], [5.6536, 2.1001, -0.0440], [3.9884, 3.6716, 0.8613], [-0.7045, 3.9668, 3.6826], [-3.1351, 3.8498, 3.4263], [-4.1348, 3.1319, 1.2844], [-2.6474, 2.4667, -0.5897], [-0.2192, 2.5727, -0.3455], [2.7144, 6.0687, 2.5840], [3.3558, 6.9476, 4.8062], [2.8599, 5.6328, 6.8430], [1.6878, 3.4561, 6.6463], [1.0550, 2.6013, 4.4218], [0.8852, 0.3850, -2.2770], [1.4804, 0.3392, -3.6693], [3.1755, -0.3835, -3.8544], [4.1283, -0.0091, -4.7974], [5.3790, -0.6142, -4.8163], [5.6911, -1.5999, -3.8906], [4.7525, -1.9718, -2.9361], [3.5086, -1.3593, -2.9164], [1.6834, 1.9830, -4.4803], [2.6442, 2.8436, -3.9441], [2.6934, 4.1760, -4.3200], [1.7647, 4.6778, -5.2245], [0.7847, 3.8421, -5.7384], [0.7414, 2.5050, -5.3622], [0.5922, -0.6126, -4.9925], [1.0185, -0.7369, -6.3120], [0.2862, -1.4861, -7.2216], [-0.8823, -2.1235, -6.8210], [-1.3150, -2.0073, -5.5074], [-0.5781, -1.2544, -4.6017], [3.8990, 0.7686, -5.5173], [6.1159, -0.3102, -5.5505], [6.6676, -2.0690, -3.9073], [4.9979, -2.7298, -2.2015], [2.7704, -1.6053, -2.1605], [3.3444, 2.4534, -3.2132], [3.4447, 4.8320, -3.8969], [1.7974, 5.7208, -5.5157], [0.0464, 4.2346, -6.4282], [-0.0286, 1.8548, -5.7619], [1.9277, -0.2428, -6.6358], [0.6255, -1.5773, -8.2468], [-1.4503, -2.7095, -7.5336], [-2.2243, -2.5049, -5.1906], [-0.8941, -1.1387, -3.5702], [-4.2628, 2.4459, -3.4664], [-4.8483, 1.2536, -2.6975], [-5.5790, 0.3076, -3.6587], [-5.7931, 1.7318, -1.5890], [-3.7345, 0.5207, -2.0777], [-2.8580, -0.0250, -1.5801], [-5.0721, 2.9931, -3.9525], [-3.5618, 2.1047, -4.2284], [-3.7332, 3.1233, -2.7962], [-6.4169, 0.8372, -4.1149], [-5.9610, -0.5651, -3.1285], [-4.9081, -0.0312, -4.4485], [-6.5946, 2.3269, -2.0298], [-5.2590, 2.3428, -0.8605], [-6.2299, 0.8814, -1.0652]], "total_charge": -1, "e_lumo_ev": 1.96, "orbital_gap_ev": 5.6, "homo_energy_ev": -3.6, "de_lowest_kcal_mol": 0.00}